*w*
38
Properties=species:S:1:pos:R:3:lowdin_charge:R:1 method="wB97M-V/def2-TZVPD" multiplicity=1 smiles=CCc1ccc(O)cc1.CCc1ccc(O)cc1 homo_lumo_gap_ev=8.903
C 0.907 -1.298 1.568 -0.18
C -0.378 -1.666 2.330 -0.12
C 0.779 -1.724 0.082 -0.24
C 1.265 -0.866 -0.894 -0.06
C 0.533 -3.055 -0.273 -0.05
C 1.358 -1.227 -2.237 -0.02
C 0.763 -3.479 -1.549 -0.01
C 1.025 -2.530 -2.586 -0.31
O 0.894 -2.992 -3.861 0.05
H 1.101 -0.219 1.567 0.09
H 1.718 -1.781 2.094 0.10
H -0.161 -2.598 2.918 0.09
H 1.781 0.044 -0.622 0.12
H 0.236 -3.676 0.550 0.11
H 1.862 -0.496 -2.856 0.11
H 0.381 -4.443 -1.968 0.13
H 1.077 -2.250 -4.449 0.11
H -1.231 -1.675 1.687 0.05
H -0.689 -0.981 3.101 0.05
C -0.416 2.281 2.252 -0.18
C 0.817 3.195 2.218 -0.11
C -0.804 1.967 0.756 -0.20
C -0.510 2.849 -0.326 -0.03
C -1.474 0.755 0.622 -0.06
C -0.759 2.399 -1.600 -0.01
C -1.830 0.374 -0.672 -0.02
C -1.436 1.157 -1.728 -0.34
O -1.529 0.692 -3.016 0.01
H -0.506 1.399 2.865 0.08
H -1.215 2.973 2.582 0.11
H 1.059 3.658 3.179 0.07
H -0.168 3.862 -0.184 0.10
H -1.645 0.133 1.479 0.08
H -0.466 2.833 -2.541 0.11
H -2.184 -0.642 -0.856 0.13
H -2.414 0.306 -3.134 0.11
H 0.546 4.046 1.640 0.04
H 1.717 2.674 1.863 0.08



*x*
38
Properties=species:S:1:pos:R:3:lowdin_charge:R:1 method="wB97M-V/def2-TZVPD" multiplicity=1 smiles=CCc1ccc(O)cc1.CCc1ccc(O)cc1 homo_lumo_gap_ev=9.221
C -0.125 -1.642 4.297 -0.21
C 0.528 -2.896 3.707 -0.10
C -0.163 -0.429 3.408 -0.25
C -0.632 -0.503 2.094 -0.04
C 0.133 0.837 3.878 -0.04
C -1.003 0.608 1.360 -0.02
C -0.253 2.001 3.205 -0.01
C -0.743 1.856 1.921 -0.33
O -1.023 3.030 1.249 0.03
H -1.180 -1.848 4.507 0.12
H 0.324 -1.439 5.269 0.11
H 1.612 -2.781 3.622 0.08
H -0.801 -1.455 1.628 0.10
H 0.366 0.972 4.933 0.11
H -1.202 0.659 0.298 0.11
H -0.006 2.993 3.538 0.11
H -0.938 2.904 0.295 0.09
H 0.216 -3.176 2.707 0.06
H 0.350 -3.661 4.457 0.07
C 0.042 -2.310 -4.035 -0.20
C 0.032 -3.587 -3.168 -0.10
C 0.155 -1.000 -3.304 -0.23
C -0.136 0.182 -3.984 -0.04
C 0.577 -0.873 -1.981 -0.03
C 0.039 1.441 -3.426 -0.01
C 0.955 0.364 -1.497 -0.04
C 0.643 1.530 -2.182 -0.33
O 0.914 2.766 -1.661 0.04
H 0.937 -2.469 -4.588 0.10
H -0.775 -2.310 -4.752 0.11
H 0.288 -4.424 -3.808 0.07
H -0.573 0.144 -4.977 0.11
H 0.698 -1.757 -1.372 0.10
H -0.287 2.320 -3.964 0.12
H 1.385 0.506 -0.515 0.11
H 1.173 2.706 -0.731 0.10
H -0.939 -3.830 -2.730 0.07
H 0.746 -3.516 -2.354 0.06



*x* wins, 90.0 kJ/mol ahead of the next structure.



*w*
8
Properties=species:S:1:pos:R:3:lowdin_charge:R:1 method="wB97M-V/def2-TZVPD" multiplicity=1 smiles="N[P@@](=O)([O-])O" charge=-1 homo_lumo_gap_ev=9.071
N -0.983 -0.680 0.699 -0.12
O 1.126 2.350 -0.156 -0.40
O -1.072 1.340 -1.039 -0.41
O -0.917 1.778 1.588 -0.39
P -0.556 1.128 0.328 0.41
H -0.457 -1.395 0.051 0.05
H 1.706 2.503 0.612 -0.06
H -0.426 -0.661 1.494 -0.08



*x*
8
Properties=species:S:1:pos:R:3:lowdin_charge:R:1 method="wB97M-V/def2-TZVPD" multiplicity=1 charge=-1 homo_lumo_gap_ev="8.262 / 7.037"
N -0.628 0.771 -0.280 -0.35
O -0.543 0.252 -1.451 -0.24
O 1.099 -1.020 -0.255 -0.56
O -0.721 -0.669 1.525 -0.40
P 0.577 0.113 0.710 0.48
H 0.408 2.698 -0.371 0.00
H 0.255 -0.523 -1.305 0.05
H -0.447 -1.622 1.426 0.02



*w* wins, 460.0 kJ/mol ahead of the next structure.



*w*
16
Properties=species:S:1:pos:R:3:lowdin_charge:R:1 method="wB97M-V/def2-TZVPD" multiplicity=1 charge=+1 homo_lumo_gap_ev=10.903
O -2.017 -0.438 -1.242 0.10
C -1.509 -1.212 -0.445 -0.17
C -0.288 -0.915 0.465 -0.30
C 1.023 -1.112 -0.216 -0.06
N -0.466 0.512 1.083 0.23
H -2.014 -2.124 -0.158 0.13
H -0.241 -1.598 1.356 0.16
H 1.133 -0.448 -1.123 0.10
H 1.146 -2.179 -0.638 0.13
H 1.845 -0.980 0.590 0.12
H 0.385 0.662 1.759 0.22
H -1.280 0.717 1.653 0.17
H -0.475 1.189 0.335 0.10
H 1.614 2.823 -1.005 0.07
H 0.447 2.467 -1.653 0.03
O 0.698 2.635 -0.764 -0.03



*x*
16
Properties=species:S:1:pos:R:3:lowdin_charge:R:1 method="wB97M-V/def2-TZVPD" multiplicity=1 charge=+1 homo_lumo_gap_ev=9.892
C 1.768 -0.761 0.280 -0.10
C 1.071 -1.688 0.916 0.09
C 0.281 1.151 0.795 0.15
N 1.364 0.625 0.390 0.05
H 2.615 -0.940 -0.361 0.12
H 0.162 -1.553 1.488 0.08
H 1.361 -2.724 0.783 0.09
H 0.148 2.193 0.534 0.12
H -0.594 0.571 1.080 0.09
H 2.030 1.236 -0.083 0.18
H -1.586 1.995 -1.705 0.06
H -0.665 1.369 -2.662 0.05
O -0.729 1.573 -1.733 -0.04
H -3.149 -0.897 0.285 0.06
H -1.885 -1.334 -0.371 0.04
O -2.193 -0.816 0.363 -0.04



*w* wins, 31.4 kJ/mol ahead of the next structure.



*w*
16
Properties=species:S:1:pos:R:3:lowdin_charge:R:1 method="wB97M-V/def2-TZVPD" multiplicity=1 charge=+1 homo_lumo_gap_ev=11.268
O 1.689 0.956 2.147 0.10
C 1.852 0.695 0.990 -0.16
C 0.712 0.014 0.239 -0.28
C 0.636 0.348 -1.245 -0.03
N -0.570 0.407 0.946 0.23
H 2.729 1.030 0.429 0.15
H 0.746 -1.073 0.299 0.16
H 0.870 1.391 -1.490 0.10
H 1.425 -0.202 -1.752 0.10
H -0.361 0.207 -1.656 0.08
H -0.303 0.476 1.938 0.16
H -0.895 1.304 0.590 0.18
H -1.243 -0.354 0.810 0.13
H -2.444 -1.658 -1.506 0.07
H -2.428 -2.200 -0.147 0.07
O -2.414 -1.339 -0.592 -0.05



*x*
16
Properties=species:S:1:pos:R:3:lowdin_charge:R:1 method="wB97M-V/def2-TZVPD" multiplicity=1 charge=+1 homo_lumo_gap_ev=9.378
C -0.984 -0.926 1.311 -0.12
C -0.184 -1.460 0.394 0.10
C -0.597 1.363 0.710 0.20
N -1.127 0.482 1.477 0.06
H -1.468 -1.528 2.068 0.13
H 0.066 -0.896 -0.501 0.05
H -0.148 -2.533 0.396 0.09
H -0.913 2.395 0.776 0.13
H 0.220 1.053 0.060 0.08
H -1.691 0.826 2.254 0.18
H 2.941 -0.333 0.095 0.07
H 2.796 1.177 -0.057 0.06
O 2.297 0.353 -0.144 -0.06
H 0.738 -0.021 -2.884 0.04
H -0.554 -0.422 -3.559 0.05
O -0.218 -0.012 -2.754 -0.06



*w* wins, 117.7 kJ/mol ahead of the next structure.